Molecular formula: CF3NO2
Method: DFT, wB97M-V/def2-TZVPD

The geometry in XYZ format:
```
7
Properties=species:S:1:pos:R:3
O -0.94 -0.18 1.46
N 0.09 -0.26 0.88
O 1.09 -0.85 1.09
C -0.05 0.30 -0.47
F 0.54 -0.89 -1.42
F 0.56 1.46 -0.63
F -1.27 0.41 -0.91
```

For the LUMO energy, the calculation gives -1.038 eV. As for the SMILES: O=[N+]([O-])C(F)(F)F. For the orbital gap, the calculation gives 0.43326 hartree. The energy relative to the best compared isomer or geometry (same formula, charge and spin) comes out at 29.10 kcal/mol. The calculation puts the total energy at -542.7923 hartree.